DFT (the ωB97M-V functional and the def2-TZVPD basis) results for a cluster of 2 separate species, C10H16O in total in a non-equilibrium geometry.

Results
* structure (SMILES): Cc1ccc(O)cc1.CCC
* orbital gap: 0.3315 hartree
* HOMO level: -8.2 eV
* lowest unoccupied orbital energy: 0.86 eV

The geometry in ORCA input format:
```
! RIJCOSX wB97M-V def2-TZVPD def2/J DEFGRID3
* xyz 0 1
C 0.63 0.01 -3.03
C 0.58 1.47 -2.45
C -0.47 -0.32 -4.10
H 1.59 -0.17 -3.50
H 0.65 -0.65 -2.18
H 0.67 1.47 -1.35
H -0.23 -1.29 -4.55
H -1.45 -0.51 -3.63
H -0.54 0.57 -4.73
H 1.42 2.09 -2.79
H -0.44 1.70 -2.79
C 1.77 -0.50 3.71
C -0.60 -1.03 3.16
C 0.54 -0.30 2.82
C -1.68 -1.05 2.29
C 0.65 0.44 1.65
C -1.50 -0.19 1.20
C -0.51 0.73 0.90
O -2.65 -0.22 0.41
H -0.64 -1.54 4.14
H -2.55 -1.69 2.42
H 2.17 0.51 3.92
H 2.55 -0.89 3.02
H 1.58 0.85 1.27
H -0.42 1.33 -0.01
H -2.63 0.41 -0.33
H 1.52 -1.23 4.53
*
```

Atom charges from the Mulliken analysis, given in e for atoms 1 to 5: C -0.280; C -0.709; C -1.141; H 0.324; H 0.316